1.
{
  "formula": "C2H6N3O2",
  "method": "wB97M-V/def2-TZVPD",
  "charge": -1,
  "largest_force_ev_per_a": 2.972,
  "e_homo_ev": -2.763,
  "e_tot_ev": -10731.571,
  "lumo_ev": 4.3,
  "elements": ["H", "N", "C", "O", "N", "O", "C", "H", "H", "H", "N", "H", "H"],
  "xyz": [[-0.920, -0.648, 1.078], [-0.874, -0.656, -1.006], [-0.812, -1.519, 0.299], [-1.856, 0.045, -0.976], [0.809, 0.442, -0.485], [2.459, -1.049, -0.441], [0.260, 1.614, 0.150], [0.409, 1.461, 1.198], [0.743, 2.624, 0.099], [-0.672, 1.801, -0.372], [1.992, 0.096, -0.170], [-1.711, -2.117, 0.269], [0.173, -2.096, 0.358]],
  "atomic_forces_ev_per_a": [[0.2, -2.2, -0.8], [0.6, -2.8, -0.4], [1.3, 2.6, 0.5], [-0.9, 1.2, 0.2], [0.4, -0.6, -0.6], [-1.2, 0.6, -0.4], [1.8, 1.1, -0.7], [-1.4, -0.2, 1.1], [0.6, -0.7, -0.9], [-0.8, -0.3, 1.0], [0.9, 0.8, 1.0], [-0.1, -0.3, 0.1], [-1.4, 0.9, -0.1]]
}

=====

2.
{
  "formula": "C2H6N3O2",
  "method": "wB97M-V/def2-TZVPD",
  "charge": 1,
  "largest_force_ev_per_a": 6.124,
  "e_homo_ev": [-14.731, -14.732],
  "e_tot_ev": -10723.002,
  "lumo_ev": [-6.9, -6.9],
  "elements": ["C", "H", "H", "O", "C", "H", "H", "N", "N", "O", "H", "N", "H"],
  "xyz": [[1.055, -1.108, -0.090], [1.146, -1.651, -1.147], [0.518, 2.046, -0.155], [-3.558, -0.320, -0.039], [1.146, 1.226, 0.175], [0.313, -1.888, 0.503], [2.040, 1.300, -0.449], [-3.810, 0.739, -0.021], [0.310, 0.103, -0.192], [-1.686, -0.836, 0.011], [2.092, -1.085, 0.313], [-0.981, 0.187, -0.136], [1.416, 1.288, 1.226]],
  "atomic_forces_ev_per_a": [[-2.0, -5.7, -1.0], [-0.3, 1.3, 2.0], [0.2, 0.9, 0.6], [-1.8, 2.2, 0.1], [-1.0, 2.2, -1.6], [2.3, 1.8, -1.2], [-0.1, -0.5, 0.1], [0.7, -1.8, -0.1], [0.5, -1.0, 1.1], [3.0, 0.0, -0.8], [-1.2, 0.6, 0.0], [0.1, 0.3, 0.7], [-0.3, -0.4, 0.1]]
}

=====

3.
{
  "formula": "C2H6N3OS",
  "method": "wB97M-V/def2-TZVPD",
  "charge": 1,
  "largest_force_ev_per_a": 5.618,
  "e_homo_ev": -14.467,
  "e_tot_ev": -19517.626,
  "lumo_ev": -3.8,
  "elements": ["N", "C", "C", "H", "S", "H", "H", "O", "N", "H", "N", "H", "H"],
  "xyz": [[1.209, 0.770, -3.898], [-0.641, -0.426, 1.412], [1.638, 0.639, -2.770], [-0.936, 1.574, 1.698], [0.530, -0.113, 0.160], [1.580, 0.642, -4.748], [-0.241, -2.197, 1.039], [1.931, 0.740, -1.628], [-0.828, -1.696, 1.701], [-1.870, 0.511, 2.692], [-1.118, 0.631, 2.075], [-0.150, 0.939, -0.346], [-1.105, -2.015, 2.613]],
  "atomic_forces_ev_per_a": [[-1.0, 0.0, 5.5], [0.3, 1.9, 0.5], [-0.2, 1.4, -1.2], [-0.1, -0.9, 0.6], [-0.4, 0.0, -0.1], [1.6, -0.7, -3.7], [-0.5, -1.2, 0.7], [0.0, -0.4, -1.3], [0.7, 0.8, -0.7], [-1.1, 0.0, 1.0], [0.7, -0.2, -1.5], [0.3, -0.2, 0.2], [-0.1, -0.4, 0.1]]
}

=====

4.
{
  "formula": "C2H6N3S2",
  "method": "wB97M-V/def2-TZVPD",
  "charge": 1,
  "largest_force_ev_per_a": 4.064,
  "e_homo_ev": [-14.571, -14.567],
  "e_tot_ev": -28300.844,
  "lumo_ev": [-7.6, -7.6],
  "elements": ["S", "H", "H", "N", "H", "N", "N", "S", "C", "H", "C", "H", "H"],
  "xyz": [[-2.326, -1.355, 0.160], [1.964, 1.283, 1.100], [2.017, 1.861, -0.406], [-0.077, -0.604, -0.465], [-1.296, -3.468, -0.513], [-0.005, -1.922, -0.609], [1.882, 0.989, 0.133], [-1.240, 2.694, 0.247], [-1.092, -2.469, -0.377], [0.747, 0.024, -0.322], [-1.173, -0.183, 0.042], [-2.147, 2.672, 1.169], [2.745, 0.477, -0.157]],
  "atomic_forces_ev_per_a": [[-0.9, -0.5, 0.3], [0.1, -0.3, 0.1], [-0.5, -0.4, 0.3], [-0.3, 0.3, 1.0], [-0.3, -2.1, -0.1], [3.3, -0.1, -1.5], [1.6, 0.7, -1.3], [1.1, -2.8, -1.3], [-2.6, 0.7, 0.8], [1.4, 0.6, -0.3], [-1.1, 3.9, 0.0], [-1.1, -0.2, 1.1], [-0.7, 0.3, 0.8]]
}